1.
{"formula": "C13H13AlClF4N2", "method": "ωB97M-V/def2-TZVPD", "homo_ev": -6.63, "total_charge": -1, "fmax_ev_per_a": 6.9, "energy_ha": -1714.9044, "species": ["C", "C", "C", "C", "C", "C", "C", "C", "C", "Cl", "C", "N", "C", "C", "C", "N", "H", "H", "H", "H", "H", "H", "H", "H", "H", "H", "H", "H", "H", "F", "Al", "F", "F", "F"], "xyz": [[-1.66, 2.32, 1.57], [-1.27, 2.30, 0.02], [-0.84, 3.69, -0.62], [-0.44, 3.81, -2.12], [-0.50, 2.50, -3.00], [-0.92, 1.12, -2.36], [-1.30, 0.99, -0.83], [-1.69, -0.49, -0.25], [-0.40, -1.18, 0.45], [1.10, -0.11, 0.26], [-0.07, -2.51, -0.43], [0.25, -3.52, -1.03], [-0.64, -1.70, 1.96], [0.84, -1.74, 2.67], [-1.54, -0.75, 2.87], [-2.43, -0.26, 3.53], [-1.92, 3.38, 1.94], [-2.54, 1.59, 1.71], [-0.75, 1.87, 2.15], [-0.81, 4.62, 0.06], [-0.11, 4.84, -2.52], [-0.22, 2.60, -4.11], [-0.94, 0.20, -3.06], [-1.94, -1.10, -1.20], [-2.64, -0.48, 0.38], [-0.97, -2.79, 1.91], [1.15, -0.67, 3.00], [0.68, -2.31, 3.67], [1.63, -2.26, 2.03], [3.36, -2.71, -0.15], [4.18, -2.79, -1.73], [3.92, -4.39, -2.45], [5.92, -2.51, -1.51], [3.51, -1.54, -2.80]], "mulliken_charge": [-0.8825, 0.8472, -0.6156, -0.4194, -0.5164, -0.5727, 0.3137, -0.8458, 0.6208, -0.0248, -0.1600, -0.5234, 0.4413, -1.2242, -0.0562, -0.5434, 0.4050, 0.1842, 0.1463, 0.2296, 0.3006, 0.2866, 0.2394, 0.4299, 0.3954, 0.4683, 0.3450, 0.3728, 0.3588, -0.4199, 0.8124, -0.4660, -0.4621, -0.4652]}

2.
{"formula": "C13H13Br2F6N2O2PZn", "method": "ωB97M-V/def2-TZVPD", "homo_ev": [-12.45, -12.85], "total_charge": 1, "de_lowest_ev": 0.333, "fmax_ev_per_a": 4.2, "energy_ha": -8631.0987, "spin_multiplicity": 2, "species": ["Zn", "Br", "C", "C", "C", "Br", "C", "C", "C", "C", "N", "C", "C", "O", "H", "H", "H", "H", "C", "N", "C", "C", "C", "O", "H", "H", "H", "H", "H", "H", "H", "H", "H", "F", "P", "F", "F", "F", "F", "F"], "xyz": [[0.18, -0.54, 0.19], [-2.85, 1.95, 3.44], [-1.05, 2.14, 3.13], [-0.29, 3.11, 3.81], [1.10, 2.97, 3.97], [1.86, 3.98, 5.40], [1.80, 2.06, 3.11], [3.16, 1.87, 3.08], [3.72, 0.97, 2.16], [2.92, 0.19, 1.34], [1.60, 0.27, 1.34], [1.00, 1.19, 2.24], [-0.40, 1.20, 2.22], [-1.09, 0.34, 1.54], [-0.88, 3.78, 4.47], [3.80, 2.40, 3.75], [4.78, 0.79, 2.09], [3.34, -0.49, 0.59], [-3.06, -0.24, -4.25], [-1.97, 0.14, -3.42], [-1.64, 1.57, -3.52], [-1.40, -0.63, -2.38], [-1.68, -2.10, -2.34], [-0.60, -0.04, -1.61], [-3.37, -1.32, -4.22], [-2.78, -0.02, -5.33], [-3.98, 0.32, -4.07], [-2.41, 2.22, -3.02], [-1.67, 1.75, -4.61], [-0.68, 1.75, -3.01], [-2.47, -2.38, -3.07], [-1.91, -2.40, -1.31], [-0.80, -2.64, -2.61], [1.34, -2.10, -0.81], [1.14, -3.54, 0.11], [2.49, -3.13, 0.87], [1.97, -4.42, -0.90], [0.78, -4.78, 1.08], [0.28, -2.48, 1.25], [-0.28, -3.72, -0.70]], "mulliken_charge": [0.7802, 0.0139, -0.2226, -0.4201, -0.1659, -0.0722, 0.6638, -0.3905, -0.9319, 0.1199, -0.1514, 0.4277, 0.9684, -0.5897, 0.4014, 0.4144, 0.4386, 0.5092, -0.8342, 0.1082, -0.9868, 1.0692, -1.0184, -0.8583, 0.2751, 0.2952, 0.3395, 0.2915, 0.3460, 0.2842, 0.3261, 0.2374, 0.2318, -0.4617, 1.3254, -0.3112, -0.3078, -0.3155, -0.4750, -0.3540]}

3.
{"formula": "C13H13BrCl2N2O7P2Pd", "method": "ωB97M-V/def2-TZVPD", "homo_ev": 0.01, "total_charge": -2, "fmax_ev_per_a": 0.4, "energy_ha": -5444.7626, "species": ["Pd", "O", "P", "O", "O", "O", "P", "O", "O", "O", "H", "H", "Br", "C", "C", "C", "C", "C", "C", "N", "C", "C", "C", "C", "C", "C", "N", "H", "H", "H", "H", "H", "H", "H", "H", "H", "Cl", "C", "Cl", "H", "H"], "xyz": [[0.03, 0.03, -0.67], [-3.77, 1.84, 0.50], [-2.32, 1.23, 0.81], [-2.17, 0.94, 2.24], [-2.04, 0.16, -0.23], [-1.34, 2.49, 0.41], [-1.22, 2.85, -1.17], [-0.36, 4.22, -1.09], [-2.57, 3.16, -1.71], [-0.34, 1.81, -1.81], [-3.72, 2.25, -0.38], [-0.98, 4.95, -1.22], [6.29, 3.72, -2.82], [4.94, 2.47, -2.28], [3.68, 2.92, -1.90], [2.71, 2.03, -1.51], [2.94, 0.62, -1.48], [4.25, 0.22, -1.85], [5.22, 1.12, -2.25], [1.99, -0.25, -1.08], [2.35, -1.58, -0.77], [1.47, -2.32, -0.05], [1.66, -3.67, 0.43], [0.71, -4.26, 1.18], [-0.50, -3.57, 1.51], [-0.67, -2.31, 1.00], [0.25, -1.70, 0.25], [3.44, 3.98, -1.91], [1.74, 2.40, -1.22], [4.52, -0.83, -1.85], [6.20, 0.77, -2.54], [3.33, -1.96, -1.02], [2.58, -4.18, 0.19], [0.87, -5.27, 1.55], [-1.27, -4.02, 2.12], [-1.56, -1.73, 1.19], [1.63, 1.02, 2.27], [0.65, 2.31, 2.94], [1.32, 2.95, 4.48], [-0.35, 1.93, 3.12], [0.64, 3.14, 2.24]], "mulliken_charge": [0.9968, -0.6297, 0.9336, -0.8274, -0.6884, -0.0193, 0.9075, -0.5666, -0.8782, -0.6198, 0.4012, 0.2855, -0.3169, 0.1409, -0.5798, 0.0190, 0.4722, -0.5028, -0.7497, -0.0938, -0.1641, 0.0509, -1.1843, 0.0368, -1.0237, -0.1099, -0.1319, 0.4217, 0.3162, 0.2246, 0.3470, 0.1290, 0.3060, 0.3642, 0.3758, 0.3944, -0.1421, 0.1232, -0.2592, 0.1304, 0.1107]}

4.
{"formula": "C13H13BrN", "method": "ωB97M-V/def2-TZVPD", "homo_ev": -12.21, "total_charge": 1, "fmax_ev_per_a": 5.8, "energy_ha": -3131.6244, "smiles": "Cc1ccc([C@@H](Br)[n+]2ccccc2)cc1", "species": ["C", "C", "C", "C", "C", "C", "Br", "N", "C", "C", "C", "C", "C", "C", "C", "H", "H", "H", "H", "H", "H", "H", "H", "H", "H", "H", "H", "H"], "xyz": [[-0.58, 2.52, -3.91], [-0.47, 1.66, -2.72], [0.67, 1.47, -1.98], [0.73, 0.43, -1.09], [-0.39, -0.28, -0.79], [-0.32, -1.67, 0.35], [0.50, -3.24, -0.47], [0.24, -1.27, 1.53], [-0.46, -0.53, 2.39], [-0.02, -0.16, 3.65], [1.14, -0.69, 4.13], [1.88, -1.50, 3.29], [1.42, -1.77, 2.07], [-1.61, -0.13, -1.38], [-1.62, 0.82, -2.38], [-0.49, 3.61, -3.66], [0.13, 2.19, -4.69], [-1.57, 2.33, -4.24], [1.47, 2.15, -2.28], [1.70, 0.16, -0.46], [-1.38, -1.92, 0.52], [-1.32, 0.01, 1.85], [-0.81, 0.33, 4.24], [1.48, -0.61, 5.17], [2.77, -2.02, 3.68], [2.06, -2.20, 1.25], [-2.64, -0.56, -1.14], [-2.51, 0.87, -2.92]], "mulliken_charge": [-1.2573, 0.6808, -0.8491, 0.0713, 0.9400, -0.8103, -0.0422, 0.2770, 0.1805, -0.7330, 0.0364, -0.6830, 0.0235, -0.6989, -0.5595, 0.3195, 0.3083, 0.3908, 0.3857, 0.1625, 0.5376, 0.3307, 0.3624, 0.3930, 0.3792, 0.3093, 0.2240, 0.3208]}

5.
{"formula": "C13H13Cl2N4O3PtS", "method": "ωB97M-V/def2-TZVPD", "homo_ev": -18.96, "total_charge": 3, "de_lowest_ev": 0.892, "fmax_ev_per_a": 1.7, "energy_ha": -2384.7011, "species": ["Pt", "Cl", "C", "Cl", "H", "H", "C", "C", "C", "N", "H", "H", "H", "H", "H", "O", "S", "O", "O", "C", "N", "C", "C", "C", "N", "C", "C", "C", "N", "C", "C", "H", "H", "H", "H", "H", "H"], "xyz": [[-0.13, 0.68, 1.02], [2.20, 0.70, 1.43], [2.12, -0.98, 2.05], [0.44, -1.52, 1.64], [2.23, -0.98, 3.12], [2.83, -1.60, 1.51], [0.44, 5.93, 0.44], [0.27, 4.89, -0.69], [0.04, 3.55, -0.17], [-0.15, 2.51, 0.26], [0.55, 6.91, -0.02], [1.34, 5.73, 1.02], [-0.42, 5.94, 1.10], [1.16, 4.83, -1.32], [-0.57, 5.13, -1.34], [-10.46, -3.70, -1.74], [-9.78, -3.34, -0.58], [-10.25, -3.08, 0.71], [-8.34, -2.91, -0.86], [-7.95, -1.62, -0.34], [-8.97, -0.82, -0.20], [-8.64, 0.41, 0.22], [-7.31, 0.75, 0.44], [-6.34, -0.22, 0.24], [-6.68, -1.47, -0.15], [-4.89, 0.02, 0.44], [-4.34, 1.30, 0.40], [-2.98, 1.47, 0.58], [-2.15, 0.44, 0.81], [-2.68, -0.80, 0.85], [-4.02, -1.04, 0.66], [-9.45, 1.11, 0.37], [-7.07, 1.75, 0.79], [-4.94, 2.18, 0.20], [-2.55, 2.46, 0.55], [-2.01, -1.63, 1.02], [-4.38, -2.06, 0.70]], "mulliken_charge": [0.7243, -0.0143, -0.1977, -0.0752, 0.3732, 0.3728, -1.0875, -0.2507, 0.5960, -0.6098, 0.3327, 0.3589, 0.3584, 0.3201, 0.2990, -0.2257, 1.1166, -0.2447, -0.1754, 0.7631, -0.4588, -0.5143, -0.6849, 0.6467, -0.3744, 1.2459, -0.9293, -0.1059, -0.2176, 0.1141, -0.9846, 0.4690, 0.3964, 0.3616, 0.4039, 0.4223, 0.4758]}

6.
{"formula": "C13H13Cl39", "method": "ωB97M-V/def2-TZVPD", "homo_ev": -10.87, "de_lowest_ev": 0.237, "fmax_ev_per_a": 2.0, "energy_ha": -18450.5803, "species": ["C", "Cl", "Cl", "Cl", "H", "C", "Cl", "Cl", "Cl", "H", "C", "Cl", "Cl", "Cl", "H", "C", "Cl", "Cl", "Cl", "H", "C", "Cl", "Cl", "Cl", "H", "C", "Cl", "Cl", "Cl", "H", "C", "Cl", "Cl", "Cl", "H", "C", "Cl", "Cl", "Cl", "H", "C", "Cl", "Cl", "Cl", "H", "C", "Cl", "Cl", "Cl", "H", "C", "Cl", "Cl", "Cl", "H", "C", "Cl", "Cl", "Cl", "H", "C", "Cl", "Cl", "Cl", "H"], "xyz": [[-2.18, -3.95, -4.90], [-1.45, -5.28, -3.92], [-1.14, -3.60, -6.31], [-2.46, -2.54, -3.93], [-3.09, -4.33, -5.37], [-4.21, -1.12, 4.58], [-4.46, 0.62, 4.68], [-3.50, -1.58, 3.03], [-5.73, -1.99, 4.85], [-3.48, -1.39, 5.33], [5.22, 2.12, 4.99], [4.50, 3.76, 5.15], [4.44, 1.27, 3.61], [4.90, 1.21, 6.52], [6.29, 2.16, 4.90], [-3.82, 1.43, -3.53], [-2.94, 2.94, -3.22], [-3.59, 0.93, -5.22], [-5.50, 1.64, -3.15], [-3.28, 0.67, -2.94], [-3.79, 3.72, 0.92], [-4.31, 2.09, 0.48], [-2.11, 3.60, 1.58], [-4.85, 4.28, 2.20], [-3.89, 4.32, 0.02], [4.19, -3.19, 3.94], [5.16, -2.19, 4.95], [5.01, -4.64, 3.35], [3.51, -2.29, 2.51], [3.31, -3.41, 4.53], [1.73, -4.19, -2.23], [3.38, -4.59, -2.62], [1.33, -2.66, -3.05], [1.59, -4.14, -0.43], [1.01, -4.93, -2.60], [1.30, -0.75, -6.61], [0.25, -0.06, -5.38], [3.02, -0.72, -6.14], [1.06, 0.20, -8.07], [1.04, -1.78, -6.83], [-3.56, -3.08, -0.74], [-4.24, -1.35, -0.66], [-4.53, -4.03, 0.32], [-1.86, -3.15, -0.27], [-3.62, -3.40, -1.75], [3.03, 2.32, -2.74], [4.08, 3.19, -3.83], [1.57, 3.19, -2.40], [3.89, 1.89, -1.26], [2.84, 1.36, -3.23], [0.78, 0.84, 4.36], [1.61, -0.41, 5.29], [1.30, 2.42, 4.94], [-0.98, 0.67, 4.55], [1.07, 0.62, 3.34], [0.10, 0.52, -0.30], [-0.69, -0.01, -1.84], [1.41, -0.59, 0.05], [-1.10, 0.40, 1.03], [0.52, 1.50, -0.41], [1.08, 5.09, 2.03], [1.75, 3.51, 1.61], [0.74, 5.96, 0.56], [2.20, 5.96, 3.10], [0.15, 4.92, 2.58]], "mulliken_charge": [-0.1994, -0.1334, -0.1265, 0.0487, 0.4129, -0.1015, -0.1111, -0.0139, -0.1381, 0.3306, -0.1848, -0.0937, -0.0096, -0.1122, 0.3967, 0.6550, -0.1308, -0.1372, -0.1064, -0.3387, -0.1942, -0.0293, -0.0263, -0.1126, 0.3138, -0.0476, -0.0743, -0.1306, -0.0281, 0.2719, 0.1426, -0.1275, 0.0150, -0.1161, 0.0708, 0.1413, -0.0124, -0.1216, -0.1364, 0.0879, -0.1487, -0.0518, -0.0848, 0.0595, 0.1744, 0.2868, -0.1404, -0.0915, -0.0941, 0.0270, 0.3615, -0.1046, -0.0452, -0.0577, -0.2174, -0.2937, 0.2711, 0.0555, 0.2748, 0.0061, 0.0461, 0.0414, -0.1098, -0.1303, 0.1730]}